Entry 1:
{
  "formula": "C2H8N2",
  "method": "the ωB97M-V functional and the def2-TZVPD basis",
  "species": ["N", "H", "H", "C", "H", "H", "H", "C", "H", "H", "H", "N"],
  "xyz": [[2.704, -3.031, 3.380], [3.378, -3.712, 3.694], [0.895, -3.381, 2.405], [-3.027, 4.680, -3.534], [2.109, -2.812, 4.163], [1.669, -3.681, 0.463], [-3.871, 5.356, -3.584], [1.970, -3.306, 2.235], [-2.098, 5.233, -3.492], [-3.051, 3.863, -4.234], [-3.116, 4.197, -2.566], [2.438, -3.408, 1.072]],
  "lowdin_charge": [0.05, 0.08, 0.10, -0.05, 0.07, 0.04, 0.01, -0.41, 0.01, 0.01, 0.01, 0.07],
  "smiles": "[H]/N=C/N.C",
  "homo_ev": -9.60,
  "lumo_energy_ev": 0.96,
  "homo_lumo_gap_ev": 10.55,
  "energy_ha": -190.48415,
  "de_lowest_kcal_mol": 9.2
}

Entry 2:
{
  "formula": "C3H11NO3",
  "method": "the ωB97M-V functional and the def2-TZVPD basis",
  "species": ["H", "C", "H", "H", "H", "C", "H", "H", "O", "H", "N", "O", "H", "H", "O", "C", "H", "H"],
  "xyz": [[-1.016, 1.132, -2.431], [-0.624, -0.363, -0.738], [-1.813, -1.514, 1.798], [-2.519, 0.398, -1.365], [0.535, 2.169, -0.843], [-1.476, 0.210, -1.777], [1.828, 1.204, -2.119], [-0.608, -2.258, 2.159], [-1.326, -1.861, 2.507], [1.122, -0.394, 0.194], [0.774, 0.054, -0.755], [-1.008, -1.369, -0.194], [2.146, 1.501, -0.253], [0.901, -0.353, 3.078], [1.674, 0.079, 2.748], [1.347, 1.349, -1.094], [-1.634, -0.280, -2.686], [1.696, 0.298, 1.769]],
  "lowdin_charge": [0.13, -0.52, -0.01, 0.11, 0.12, -0.03, 0.10, -0.04, 0.00, 0.14, -0.05, 0.06, 0.10, 0.01, -0.06, -0.13, 0.05, 0.03],
  "smiles": "CNC(C)=O.O.O",
  "homo_ev": -10.22,
  "lumo_energy_ev": 0.50,
  "homo_lumo_gap_ev": 10.72,
  "energy_ha": -401.30934,
  "de_lowest_kcal_mol": 65.1
}

Entry 3:
{
  "formula": "C20H21N3O6S",
  "method": "the ωB97M-V functional and the def2-TZVPD basis",
  "species": ["C", "H", "C", "H", "H", "C", "H", "C", "C", "C", "H", "N", "H", "C", "C", "C", "C", "C", "C", "C", "O", "S", "N", "O", "C", "O", "H", "H", "H", "C", "H", "H", "C", "H", "H", "C", "H", "C", "C", "H", "N", "H", "H", "H", "H", "O", "O", "H", "H", "O", "C"],
  "xyz": [[2.992, 2.111, -0.242], [-2.484, -3.242, 1.633], [2.242, 1.393, -1.091], [-3.421, -2.957, -1.275], [-4.356, 2.474, -0.567], [-1.189, 0.271, -1.940], [2.733, 0.681, -1.745], [0.835, -1.043, 1.120], [2.090, -2.625, -0.172], [-1.389, 2.107, -0.385], [5.951, 0.609, -0.300], [4.953, 0.648, -0.119], [-0.992, 4.546, 0.889], [4.344, -0.581, -0.028], [0.180, 0.405, -1.960], [-0.010, 2.229, -0.416], [-0.259, -3.024, 0.257], [-1.999, 1.091, -1.154], [4.447, 1.955, -0.115], [-3.334, -2.585, -0.258], [-2.188, 2.931, 0.353], [5.137, -1.881, -0.655], [0.641, 0.168, 1.831], [-3.320, 0.797, -1.230], [0.799, 1.380, -1.176], [1.616, 0.853, 2.137], [-5.211, 0.911, -0.610], [3.016, -2.944, -0.621], [-2.833, -1.622, -0.289], [-1.591, 3.746, 1.335], [-2.420, 4.188, 1.886], [2.971, 0.237, 1.217], [2.071, -1.423, 0.548], [-1.678, -0.489, -2.528], [-4.331, -2.450, 0.152], [-2.566, -3.587, 0.596], [-4.020, 1.242, 0.675], [-4.267, 1.404, -0.376], [0.968, -3.399, -0.317], [0.777, -0.263, -2.562], [3.172, -0.604, 0.663], [2.577, 2.895, 0.373], [-3.081, -4.551, 0.593], [0.461, 2.997, 0.174], [1.009, -4.322, -0.872], [-1.281, -3.883, 0.071], [5.226, 2.875, -0.027], [-1.211, -1.485, 1.432], [-0.977, 3.152, 2.017], [-0.495, 0.503, 2.109], [-0.306, -1.841, 0.967]],
  "lowdin_charge": [-0.02, 0.12, -0.03, 0.09, 0.09, 0.01, 0.13, -0.08, -0.02, -0.19, 0.13, 0.09, 0.10, -0.82, -0.03, 0.03, -0.26, -0.20, -0.45, -0.05, -0.10, 0.72, -0.31, -0.07, -0.22, 0.06, 0.09, 0.02, 0.05, -0.06, 0.10, 0.11, -0.15, 0.12, 0.08, -0.23, 0.10, -0.06, 0.04, 0.12, 0.08, 0.12, 0.12, 0.11, 0.13, -0.04, 0.10, 0.12, 0.09, 0.08, 0.07],
  "smiles": "CCOc1ccc(NC(=S)NC(=O)/C=C/c2ccc(OC)c(OC)c2)c([N+](=O)[O-])c1",
  "homo_ev": -8.03,
  "lumo_energy_ev": -1.10,
  "homo_lumo_gap_ev": 6.92,
  "energy_ha": -1788.50424,
  "de_lowest_kcal_mol": 84.7
}

Entry 4:
{
  "formula": "C5H35NO13",
  "method": "the ωB97M-V functional and the def2-TZVPD basis",
  "species": ["H", "H", "H", "O", "H", "H", "H", "H", "H", "H", "C", "H", "H", "H", "N", "C", "C", "H", "H", "H", "H", "H", "C", "O", "O", "H", "H", "O", "H", "O", "H", "O", "H", "C", "H", "H", "H", "H", "H", "H", "H", "O", "H", "O", "O", "O", "O", "H", "O", "H", "H", "H", "O", "H"],
  "xyz": [[0.484, -0.213, 4.660], [-0.465, -3.385, 0.521], [2.600, -2.067, -1.842], [4.455, 0.055, 1.065], [0.082, -0.301, 0.806], [-0.783, -1.590, -1.576], [-3.251, 2.176, -2.102], [1.076, 0.391, -1.577], [-1.699, 2.096, -2.380], [2.175, 1.820, 1.524], [-0.915, -2.396, 0.740], [-1.479, 1.066, 3.252], [-1.998, 1.340, 1.894], [-4.431, -1.218, -1.752], [0.208, 0.241, -1.935], [-0.664, -0.618, -1.105], [-0.151, -1.125, 0.309], [-0.703, 3.109, 2.236], [0.700, -2.227, -3.484], [4.001, -0.545, 0.495], [-3.183, -3.001, 0.838], [-2.575, -2.642, -0.764], [-2.428, -2.335, 0.316], [0.183, -0.642, 3.821], [-1.288, 2.053, 0.259], [-0.359, 1.985, -0.136], [4.392, -0.318, 1.953], [1.061, 3.862, -0.208], [2.856, -2.552, 0.554], [2.791, 2.009, 0.865], [3.662, -3.270, -1.527], [3.108, -2.582, -1.274], [0.921, -1.379, -0.074], [0.368, -0.290, -3.300], [0.943, 0.416, -3.829], [2.225, -2.296, 1.942], [0.130, 0.114, 3.247], [-1.582, 2.898, 0.152], [-2.799, -0.556, 1.136], [1.353, 4.078, -1.121], [3.505, 1.273, 0.787], [-2.837, -1.005, 0.286], [1.726, 3.134, -0.043], [1.242, -1.418, -3.255], [-4.203, -0.322, -1.922], [-2.483, 2.653, -2.221], [0.255, 2.987, 2.203], [-4.255, 0.158, -1.042], [2.658, -1.852, 1.207], [0.674, 3.823, 1.720], [-0.422, -0.610, -3.934], [-0.956, -2.206, 1.850], [-2.265, 1.250, 2.781], [-1.665, -0.027, -1.017]],
  "lowdin_charge": [0.08, 0.12, -0.01, -0.03, 0.04, 0.10, -0.03, 0.06, 0.03, -0.02, -0.13, -0.01, -0.04, 0.00, -0.01, -0.22, -0.16, 0.02, 0.12, 0.01, 0.13, 0.12, -0.26, -0.05, -0.06, 0.08, 0.07, -0.11, 0.03, -0.08, 0.03, 0.01, 0.11, -0.24, 0.10, 0.06, -0.01, 0.00, 0.09, 0.07, 0.03, -0.14, 0.01, -0.09, -0.07, -0.03, -0.12, 0.07, -0.08, 0.10, 0.12, 0.11, -0.01, 0.11],
  "smiles": "OCCCCNCO.O.O.O.O.O.O.O.O.O.O.O",
  "homo_ev": -9.06,
  "lumo_energy_ev": 0.19,
  "homo_lumo_gap_ev": 9.25,
  "energy_ha": -1244.23994,
  "de_lowest_kcal_mol": 122.5
}

Entry 5:
{
  "formula": "CHNO2S",
  "method": "the ωB97M-V functional and the def2-TZVPD basis",
  "species": ["O", "S", "O", "H", "N", "C"],
  "xyz": [[0.188, 0.541, -1.290], [0.869, 0.543, 2.127], [-0.903, -1.886, 0.024], [0.107, 1.678, -2.025], [-0.439, -0.865, 0.313], [0.178, -0.012, 0.852]],
  "lowdin_charge": [-0.38, 0.83, 0.21, 0.21, -0.12, -0.74],
  "homo_ev": [-9.49, -9.64],
  "lumo_energy_ev": [-3.29, -3.35],
  "homo_lumo_gap_ev": [6.20, 6.28],
  "energy_ha": -641.80156,
  "de_lowest_kcal_mol": 181.4
}